Entry from OMol25: C2H2N2O2S in the gas phase at a distorted geometry (the ωB97M-V functional and the def2-TZVPD basis).

## Properties
LUMO = -0.0354 Eh
SMILES = N#C[C@H](S)[N+](=O)[O-]
Kohn-Sham gap = 9.59 eV
Energy relative to the best compared isomer or geometry (same formula, charge and spin) = 427.3 kJ/mol
E = -735.424527 Ha

Each line ends with the Löwdin charge.
Positions of all 9 atoms, in Å:
N1 -0.42 -2.76 0.72  0.1823
C1 -0.56 -1.69 0.33  -0.2994
C2 -0.53 -0.39 -0.35  -0.5058
S1 1.16 0.31 0.19  0.7593
N2 -1.67 0.47 0.14  -0.4452
O1 -2.33 0.96 -0.74  0.0937
O2 -1.63 0.76 1.31  0.0633
H1 -0.73 -0.34 -1.66  0.2301
H2 0.58 0.40 1.46  -0.0783